{"formula": "C48H98F12N5O12S4", "method": "ωB97M-V with the def2-TZVPD basis set", "symbols": ["C", "C", "C", "N", "C", "C", "C", "C", "C", "H", "H", "H", "H", "H", "H", "H", "H", "H", "H", "H", "H", "H", "H", "H", "H", "H", "H", "C", "C", "C", "N", "C", "C", "C", "C", "C", "C", "H", "H", "H", "H", "H", "H", "H", "H", "H", "H", "H", "H", "H", "H", "H", "H", "H", "H", "H", "H", "C", "C", "C", "N", "C", "C", "C", "C", "C", "C", "H", "H", "H", "H", "H", "H", "H", "H", "H", "H", "H", "H", "H", "H", "H", "H", "H", "H", "H", "H", "C", "C", "C", "N", "C", "C", "C", "C", "C", "C", "H", "H", "H", "H", "H", "H", "H", "H", "H", "H", "H", "H", "H", "H", "H", "H", "H", "H", "H", "H", "C", "C", "C", "N", "C", "C", "C", "C", "C", "C", "H", "H", "H", "H", "H", "H", "H", "H", "H", "H", "H", "H", "H", "H", "H", "H", "H", "H", "H", "H", "C", "F", "F", "F", "S", "O", "O", "O", "C", "F", "F", "F", "S", "O", "O", "O", "C", "F", "F", "F", "S", "O", "O", "O", "C", "F", "F", "F", "S", "O", "O", "O"], "xyz": [[0.3088, -5.3395, 6.7833], [1.0002, -6.0518, 8.0499], [0.5886, -7.5806, 7.9639], [1.1064, -8.4841, 9.0780], [0.7945, -7.9883, 10.4875], [0.6467, -9.9240, 8.8584], [1.8658, -10.8574, 9.1653], [3.0260, -9.9341, 9.5414], [2.6632, -8.5953, 8.9565], [0.7724, -4.3630, 6.6436], [-0.7543, -5.2058, 6.9832], [0.3558, -6.0125, 5.9271], [0.8794, -5.4227, 8.9318], [2.0740, -5.9893, 7.8736], [0.8947, -8.0435, 7.0257], [-0.4997, -7.6386, 7.9814], [1.2649, -8.6885, 11.1779], [-0.2861, -7.9739, 10.6291], [1.0909, -6.9527, 10.6542], [-0.1798, -10.1990, 9.5136], [0.1506, -10.1108, 7.9059], [1.5348, -11.5104, 9.9728], [2.2299, -11.4319, 8.3136], [3.1343, -9.9078, 10.6257], [4.0205, -10.0978, 9.1263], [3.1921, -7.8129, 9.5008], [2.8480, -8.5675, 7.8827], [-4.7037, -4.3028, 17.1798], [-4.7251, -5.2943, 15.9892], [-4.1839, -4.6953, 14.6475], [-4.2052, -5.7893, 13.5348], [-5.6184, -6.5289, 13.2488], [-5.5787, -7.3021, 11.8513], [-5.0018, -6.4716, 10.7306], [-3.6445, -5.8411, 10.9789], [-3.7349, -5.0078, 12.2398], [-3.2099, -6.9454, 13.9496], [-5.2721, -3.3937, 16.9838], [-3.7437, -4.0909, 17.6507], [-5.2252, -4.7529, 18.0245], [-5.7331, -5.7004, 15.9048], [-4.2261, -6.2019, 16.3289], [-3.1324, -4.4141, 14.7049], [-4.8053, -3.8624, 14.3182], [-6.2908, -5.6776, 13.3548], [-5.8793, -7.2638, 14.0103], [-6.5088, -7.7514, 11.5032], [-5.0332, -8.2385, 11.9679], [-5.7233, -5.6897, 10.4935], [-4.8626, -7.1626, 9.8992], [-3.3366, -5.2386, 10.1243], [-2.8402, -6.5715, 11.0675], [-4.6963, -4.5002, 12.1609], [-2.8892, -4.3957, 12.5531], [-3.7114, -7.5534, 14.7026], [-2.2596, -6.4336, 14.1014], [-3.0899, -7.6474, 13.1244], [5.3058, -1.6388, 14.6063], [4.2284, -2.6670, 14.9886], [2.8136, -2.0303, 15.3617], [1.8925, -3.0121, 16.0058], [1.7935, -4.2825, 15.1770], [1.0549, -4.1588, 13.7826], [-0.3504, -3.6123, 13.9098], [-0.2511, -2.2261, 14.7099], [0.4345, -2.2733, 16.0568], [2.2383, -3.2435, 17.4944], [5.4477, -1.5957, 13.5264], [6.2434, -1.8150, 15.1335], [5.0095, -0.6232, 14.8686], [4.5711, -3.3715, 15.7465], [4.0107, -3.2953, 14.1249], [2.3681, -1.5424, 14.4948], [2.8700, -1.2649, 16.1357], [2.6832, -4.9063, 15.0911], [1.2604, -4.9409, 15.8628], [1.6586, -3.4578, 13.2062], [1.1399, -5.1667, 13.3763], [-0.7658, -3.5137, 12.9069], [-1.0162, -4.2607, 14.4794], [0.1774, -1.4156, 14.1204], [-1.2545, -1.8426, 14.8945], [0.3817, -1.2921, 16.5285], [-0.1434, -2.8815, 16.7527], [3.1131, -3.8868, 17.4005], [1.3705, -3.7875, 17.8674], [2.5767, -2.3689, 18.0500], [-7.8343, 0.0752, 16.2584], [-7.0411, -0.3053, 14.9096], [-5.9626, 0.7328, 14.3695], [-5.3068, 0.3534, 12.9663], [-4.3270, -0.8246, 13.0800], [-3.3536, -0.9569, 11.8189], [-2.6937, 0.3981, 11.4847], [-3.7344, 1.4862, 11.2369], [-4.6797, 1.6841, 12.5137], [-6.3977, -0.0546, 12.0118], [-8.9189, 0.0462, 16.1540], [-7.6667, 1.0821, 16.6405], [-7.5763, -0.5418, 17.1191], [-7.8791, -0.4281, 14.2235], [-6.6531, -1.3157, 15.0391], [-5.2168, 0.8259, 15.1590], [-6.5118, 1.6702, 14.2816], [-3.7744, -0.6609, 14.0052], [-4.9771, -1.6780, 13.2727], [-2.5052, -1.6259, 11.9626], [-3.7284, -1.2927, 10.8520], [-2.0689, 0.8053, 12.2797], [-2.0717, 0.2670, 10.5992], [-3.3507, 2.4241, 10.8353], [-4.4151, 1.1281, 10.4646], [-4.1215, 2.0911, 13.3568], [-5.5157, 2.3432, 12.2796], [-7.0639, -0.8556, 12.3322], [-5.9898, -0.3681, 11.0509], [-7.0881, 0.7768, 11.8699], [-11.5620, -1.9716, 16.9743], [-10.5353, -3.0383, 17.2038], [-10.9393, -3.8632, 18.3720], [-10.0866, -5.0148, 18.9196], [-10.1833, -6.1505, 17.8710], [-9.1239, -7.3710, 18.2485], [-7.7964, -7.0552, 18.8346], [-7.8184, -6.0222, 19.9223], [-8.6080, -4.7813, 19.5006], [-10.8965, -5.5009, 20.2213], [-11.6065, -1.3455, 17.8654], [-12.5724, -2.3023, 16.7338], [-11.4401, -1.2033, 16.2108], [-9.5390, -2.6561, 17.4257], [-10.5068, -3.7461, 16.3753], [-11.8639, -4.4193, 18.2175], [-10.9574, -3.0827, 19.1326], [-9.8454, -5.7534, 16.9138], [-11.1416, -6.6582, 17.7622], [-8.9578, -8.1069, 17.4618], [-9.6257, -7.9264, 19.0408], [-7.2331, -6.6364, 18.0007], [-7.2361, -7.9021, 19.2308], [-6.8257, -5.7305, 20.2650], [-8.0595, -6.4319, 20.9032], [-8.0320, -4.2314, 18.7563], [-8.4703, -4.1239, 20.3590], [-11.9737, -5.4668, 20.0581], [-10.6313, -4.7090, 20.9217], [-10.6526, -6.5044, 20.5702], [-3.8271, -0.5907, 17.9287], [-4.8619, -1.1915, 18.5547], [-3.3090, -1.4140, 16.9327], [-4.3013, 0.5043, 17.3250], [-2.5269, -0.1051, 19.2776], [-1.4793, -1.1229, 19.1309], [-2.0649, 1.2430, 18.9697], [-3.2732, -0.1785, 20.5551], [-2.0592, -7.3793, 18.1938], [-2.4188, -8.4607, 17.4711], [-3.1463, -6.8557, 18.6319], [-1.4126, -7.7416, 19.2857], [-0.8139, -6.1896, 17.2566], [0.3295, -5.7831, 18.2063], [-0.3415, -6.9593, 16.1253], [-1.5001, -5.0235, 16.7527], [-2.3047, -11.7881, 14.2058], [-3.2393, -11.2028, 14.9750], [-1.2495, -11.8928, 14.9879], [-2.9622, -12.8525, 13.7150], [-1.9718, -10.6844, 12.6391], [-0.9022, -9.7390, 12.9440], [-1.4740, -11.6463, 11.6336], [-3.2310, -10.0960, 12.2316], [-9.4875, -4.6013, 12.3676], [-8.6487, -5.5782, 11.9294], [-9.9753, -3.7596, 11.4825], [-10.5270, -5.1535, 12.9600], [-8.5518, -3.6340, 13.7941], [-7.3072, -3.1555, 13.1165], [-9.5503, -2.6177, 14.1727], [-8.2553, -4.6756, 14.7419]], "forces_ev_per_a": [[0.2, -0.9, 1.8], [0.2, -0.5, -2.5], [-0.4, 1.3, 1.4], [1.2, 0.5, -0.3], [-0.7, -0.3, -0.5], [0.0, -0.9, 0.6], [-0.1, 0.3, -0.4], [-0.2, 0.4, 0.5], [-1.1, 0.1, 0.3], [-0.1, -0.2, -0.3], [0.0, 0.2, 0.1], [0.4, 0.3, -0.2], [-0.8, -0.7, 0.4], [0.2, -0.1, -0.1], [0.3, 0.2, 0.1], [-0.1, -0.1, 0.2], [-0.2, 0.2, 0.1], [0.0, -0.5, 0.0], [0.6, -0.2, -0.4], [0.2, 0.5, 0.7], [0.7, 0.6, -0.5], [0.4, -0.1, -0.1], [-0.7, -0.2, -0.1], [0.1, 0.3, 0.0], [-0.1, -0.9, 0.0], [-0.5, 0.4, -0.4], [0.2, 0.1, 0.1], [-0.5, -0.4, 0.2], [0.3, 0.4, 0.5], [-0.9, -2.3, 0.5], [0.8, -2.2, -0.2], [0.8, 0.8, -1.1], [0.7, 0.3, 1.3], [0.2, -0.5, -0.5], [0.4, -0.3, 0.9], [-1.9, -1.0, 1.1], [-0.9, 1.2, -1.5], [0.3, 0.2, -0.2], [0.3, 0.2, -0.8], [-0.4, -0.4, 0.0], [-0.4, 0.6, -0.6], [0.8, 0.2, -0.4], [-0.1, 0.0, 0.3], [-0.1, -0.1, -0.1], [-0.4, -0.2, -0.5], [0.6, 0.3, 0.3], [-0.7, 0.8, 0.6], [0.7, 0.2, 0.3], [0.0, 0.1, -0.4], [-0.4, 0.2, -0.4], [-0.1, 0.4, 0.1], [-0.1, -0.3, 0.1], [0.4, 1.3, -0.4], [-0.1, -0.1, -0.3], [0.6, 0.6, 0.5], [0.0, -0.5, 0.9], [-0.1, 0.3, -0.3], [-0.4, 0.4, 0.2], [-1.4, 0.4, -0.3], [1.8, -0.1, 0.8], [-1.5, 2.4, -0.4], [-2.0, -1.1, 0.8], [1.2, 0.2, 2.1], [0.5, 1.3, 1.2], [-0.4, -0.7, -1.1], [-0.2, -2.0, -0.1], [0.6, -1.3, -1.9], [0.3, -0.2, 0.1], [0.0, -0.1, -0.3], [-0.1, 0.1, 0.2], [-0.1, 0.3, 0.3], [0.2, 0.0, -0.1], [-0.1, -0.4, -0.1], [0.5, 0.3, -0.2], [0.8, 1.1, 0.0], [-0.8, -0.1, -0.3], [0.0, -0.2, -0.5], [-0.2, 0.1, -0.3], [-0.1, 0.5, -0.1], [0.3, -0.2, 0.1], [0.3, -0.2, -0.5], [-0.2, -0.2, 0.3], [1.2, 0.1, 0.0], [0.1, -0.4, -0.2], [-0.1, -0.3, 0.6], [0.3, 0.0, 0.5], [-0.7, 0.3, -0.4], [0.9, 0.5, -0.2], [-0.9, 0.3, 0.5], [-1.5, -1.9, 0.6], [-1.0, 0.5, 0.9], [0.4, 0.1, -0.8], [0.2, 1.4, 0.6], [-0.4, 0.8, 0.3], [-1.8, -0.7, 0.7], [1.3, -0.7, -1.4], [-0.7, 0.3, -0.5], [0.1, -0.4, -0.5], [0.4, 0.3, -0.3], [0.2, -0.3, -0.3], [0.4, 0.1, -0.4], [0.3, 0.2, -0.1], [0.5, 0.1, -0.6], [0.4, 0.1, -0.5], [0.3, 0.1, -0.2], [0.1, -0.2, -0.3], [-0.2, -0.4, 0.8], [-1.0, -0.3, 0.4], [0.4, -0.5, 0.2], [0.1, 0.0, 0.0], [0.1, 0.1, 0.5], [0.0, 0.0, -0.3], [0.0, -0.2, 0.1], [0.1, -0.1, 0.1], [0.7, -0.3, 0.6], [0.2, 0.2, 0.2], [0.3, 0.3, -0.1], [-0.8, 1.5, 0.3], [0.8, -1.7, -1.5], [0.2, 0.3, 1.7], [-0.6, -2.1, 1.9], [4.0, -1.6, 0.3], [-2.3, 0.0, 1.1], [1.5, 1.3, -0.5], [-0.5, 0.0, 0.3], [0.7, 0.3, -0.7], [0.6, 1.2, -1.0], [-0.4, -0.1, 0.4], [0.0, -0.6, 0.4], [1.0, -0.5, -0.4], [0.0, 0.3, -0.5], [0.5, 0.6, -0.6], [-0.3, 0.7, 0.0], [-0.7, -0.6, 0.9], [-0.2, 0.3, 0.0], [-0.3, 0.8, 0.5], [-0.5, 0.5, -0.5], [-0.5, -0.3, 0.0], [0.6, 0.0, 0.0], [-0.3, -0.4, -0.5], [0.4, 0.6, -1.0], [-1.3, -0.2, 0.0], [-0.3, -0.4, -0.6], [-1.6, 0.4, 0.1], [0.2, 0.1, -0.4], [-0.2, -0.4, 0.3], [0.6, 0.3, -0.3], [1.1, -0.2, 0.9], [0.4, -0.2, -1.0], [-1.0, 0.9, 1.1], [-0.2, -0.1, -0.4], [1.2, -0.1, 2.3], [-1.1, 0.5, -0.4], [-0.8, -0.7, -0.7], [0.4, -0.2, -2.2], [2.2, -0.3, -0.6], [0.6, 0.5, 0.0], [-2.5, 1.8, 0.1], [0.9, -1.0, 0.4], [4.0, 1.2, 0.4], [-3.4, -1.5, -1.7], [-0.1, -1.1, 0.4], [-1.6, 0.7, 0.6], [-1.8, 2.8, -1.6], [-0.2, 0.6, 0.4], [0.2, -1.5, -0.5], [1.5, -0.9, 0.7], [2.2, -0.9, -2.2], [-0.8, 0.1, 0.9], [-0.6, 0.0, 1.0], [-0.5, 0.2, 0.9], [1.8, 1.1, 3.2], [-1.0, 0.9, -0.7], [0.6, -0.3, -1.3], [-0.8, -1.1, 0.1], [0.2, 0.8, -2.7], [-1.6, 0.0, 0.8], [1.4, -0.9, -0.2], [-0.3, -0.4, 1.0]], "multiplicity": 2, "molar_mass_g_mol": 1293.58, "e_lumo_ev": [-0.32, -0.32], "total_charge": 0, "orbital_gap_ev": [1.82, 7.55]}